{"formula": "C5H40N2O14", "method": "ωB97M-V with the def2-TZVPD basis set", "elements": ["C", "C", "C", "C", "N", "C", "N", "H", "H", "H", "H", "H", "H", "H", "H", "H", "H", "H", "H", "H", "H", "O", "H", "H", "O", "H", "H", "O", "H", "H", "O", "H", "H", "O", "H", "H", "O", "H", "H", "O", "H", "H", "O", "H", "H", "O", "H", "H", "O", "H", "H", "O", "H", "H", "O", "H", "H", "O", "H", "H", "O"], "positions_angstrom": [[1.2718, 2.2027, -0.0654], [0.0131, 1.3494, -0.1699], [-1.0632, 1.6944, 0.8174], [-2.2040, 2.2241, 0.3670], [-3.2841, 2.5361, 1.2213], [-0.9101, 1.1226, 2.2113], [2.2175, 1.5161, -0.9897], [1.0831, 3.1815, -0.4718], [1.6066, 2.3037, 0.9637], [-0.2651, 1.3125, -1.2166], [0.1933, 0.2761, -0.1614], [-2.2898, 2.5680, -0.6562], [-3.2413, 1.9718, 2.0419], [-4.1532, 2.6194, 0.7337], [-1.6677, 0.3293, 2.2342], [-1.3029, 1.7856, 2.9978], [0.1094, 0.9696, 2.4966], [2.0577, 1.6293, -1.9870], [3.1803, 1.7527, -0.7825], [0.5876, 5.5985, 0.0596], [-0.3485, 4.5358, 0.6717], [0.5387, 4.9121, 0.7312], [0.5617, 0.3217, -4.4138], [1.5914, -0.1831, -3.5018], [1.4862, 0.4705, -4.2047], [-4.7677, -1.3325, 1.3589], [-4.1105, 0.0349, 1.6374], [-4.5692, -0.6985, 2.0544], [2.5762, -1.7675, -1.8154], [2.1261, -0.3531, -1.2802], [1.8203, -1.1842, -1.7008], [1.6805, -0.0701, 3.7304], [0.5769, -0.3267, 4.7359], [0.8902, -0.5999, 3.8759], [-1.4561, -2.9924, -2.0288], [-2.5925, -3.0595, -3.1663], [-2.1945, -2.5463, -2.4612], [-2.1397, -2.2860, 1.0838], [-2.7739, -2.6976, -0.1800], [-2.9548, -2.7013, 0.7755], [4.4658, -2.4521, 1.0695], [4.6247, -2.8097, -0.3857], [4.0485, -2.3143, 0.2113], [-1.3653, -0.9744, -2.5058], [0.1361, -1.0860, -2.4467], [-0.5570, -0.5195, -2.8368], [1.8866, 1.6815, 2.8589], [2.4795, 2.8713, 3.5524], [2.2970, 1.9319, 3.6808], [-0.3140, 2.3301, -3.7672], [0.2098, 3.7417, -3.8735], [-0.6056, 3.2334, -3.9127], [0.9153, -4.8107, -0.1770], [2.4534, -4.5352, 0.0079], [1.8091, -5.1064, -0.4144], [0.9589, -0.9740, 0.7326], [0.6303, -1.2141, 2.2832], [0.9180, -1.6266, 1.4428], [-0.6252, -4.2315, 0.4312], [0.2649, -2.8738, 0.4777], [-0.3825, -3.4172, -0.0168]], "e_above_lowest_kj_mol": 433.51, "e_lumo_ha": 0.0017, "homo_lumo_gap_ev": 8.25, "energy_ev": -37478.9182}

{"formula": "C5H40N2O14", "method": "ωB97M-V with the def2-TZVPD basis set", "elements": ["C", "C", "C", "C", "C", "N", "N", "H", "H", "H", "H", "H", "H", "H", "H", "H", "H", "H", "H", "H", "H", "O", "H", "H", "O", "H", "H", "O", "H", "H", "O", "H", "H", "O", "H", "H", "O", "H", "H", "O", "H", "H", "O", "H", "H", "O", "H", "H", "O", "H", "H", "O", "H", "H", "O", "H", "H", "O", "H", "H", "O"], "positions_angstrom": [[-2.1370, -0.4867, 2.0457], [-2.2238, -0.0416, 0.5651], [-0.8829, 0.7573, 0.3511], [-0.3248, 0.6086, -1.1550], [0.8610, -1.4048, -0.3646], [0.5714, -0.5042, -1.1871], [-3.4729, 0.6780, 0.2459], [-3.0564, -0.3412, 2.5711], [-1.3888, 0.1037, 2.6434], [-1.8486, -1.5566, 2.0999], [-2.2401, -0.9895, -0.0190], [-0.9543, 1.8327, 0.5010], [0.0000, 0.5314, 0.8950], [-1.1337, 0.2662, -1.7933], [0.3059, 1.4763, -1.5183], [0.2109, -1.5300, 0.5488], [1.7351, -2.0678, -0.4202], [-3.6768, 0.7492, -0.7860], [-3.2005, 1.6017, 0.5279], [2.5563, 0.9579, -3.0814], [1.8011, -0.2538, -2.6787], [2.7357, 0.0143, -2.8872], [-2.2742, 2.5990, -1.3315], [-1.7489, 2.8448, -2.7372], [-1.6067, 3.0850, -1.8212], [2.5484, 2.5546, -0.1667], [3.2039, 3.6239, 0.6762], [2.3591, 3.2146, 0.5025], [0.3637, -2.9108, 4.3340], [1.5233, -2.5712, 3.5778], [0.9858, -3.3470, 3.7281], [-1.9118, 3.2610, 0.9817], [-2.6221, 4.4611, 0.1495], [-2.7315, 3.5626, 0.5730], [3.1852, 0.2546, 2.7901], [3.2644, 0.2569, 1.2541], [2.7768, -0.0690, 1.9936], [-1.7661, -2.3985, -2.1855], [-3.3068, -2.3830, -2.0567], [-2.5218, -1.8274, -2.2016], [-2.8378, -0.2663, -2.6409], [-3.6806, 0.4103, -3.7054], [-3.0816, 0.6447, -2.9819], [-0.3135, -3.7103, -0.5608], [-0.3031, -4.2139, -2.0302], [-0.7260, -3.5975, -1.4421], [3.5972, -2.3481, 1.9372], [2.4250, -3.1342, 1.1530], [3.2782, -3.1664, 1.5715], [2.0697, 3.0902, -3.5308], [0.6838, 2.6820, -3.0011], [1.5627, 2.3032, -3.2779], [-0.5437, -4.7055, 1.6482], [-0.3018, -3.3355, 2.3220], [-0.7150, -3.7558, 1.5085], [1.8819, 2.2694, 2.6233], [1.2636, 2.5013, 4.0013], [1.9570, 2.0147, 3.5527], [3.0564, 1.2450, -1.1234], [3.3106, -0.2131, -0.7278], [3.4597, 0.6737, -0.4597]], "charge": 1, "e_above_lowest_kj_mol": 195.52, "e_lumo_ha": [-0.1394, -0.2810], "homo_lumo_gap_ev": [8.86, 4.79], "energy_ev": -37469.5660, "multiplicity": 2}